This record from the OMol25 dataset describes a molecular structure, C15H32NO3P2Sn in a non-equilibrium geometry. The level of theory is ωB97M-V/def2-TZVPD.

Summary:
charge	+3
M	455.084	g mol⁻¹
HOMO level (spin up / spin down)	-18.60 / -18.60	eV
E_tot	-1767.179998	a.u.
orbital gap (spin up / spin down)	4.66 / 4.66	eV
lowest unoccupied orbital energy (spin up / spin down)	-0.5123 / -0.5124	Eh

Each line ends with the natural charge from an NBO analysis.
Cartesian coordinates (Å):
Sn1 0.152 0.975 0.506  1.577
P1 2.263 -0.535 0.080  1.104
C1 2.314 -0.636 -1.763  -0.791
C2 1.076 -1.293 -2.321  0.220
N1 -0.068 -0.920 -1.735  -0.528
C3 -1.238 -1.335 -2.243  0.209
C4 -1.293 -2.243 -3.304  -0.210
C5 -0.108 -2.687 -3.892  -0.081
C6 1.101 -2.190 -3.398  -0.209
C7 -2.496 -0.765 -1.626  -0.759
P2 -2.191 0.828 -0.782  1.118
H1 2.069 -2.478 -3.820  0.264
H2 -2.269 -2.578 -3.640  0.261
H3 -0.125 -3.406 -4.709  0.275
H4 -3.260 -0.623 -2.400  0.308
H5 -2.891 -1.466 -0.877  0.292
H6 2.297 0.451 -2.093  0.327
H7 3.234 -1.134 -2.089  0.295
H8 0.895 2.893 -1.840  0.505
O1 1.487 2.132 -2.194  -1.000
H9 2.286 2.585 -2.500  0.511
H10 -0.103 3.300 -0.175  0.439
O2 -0.131 3.775 -1.060  -0.905
H11 -0.173 4.722 -0.843  0.543
C8 -2.386 2.032 -2.127  -0.977
H12 -3.411 1.991 -2.520  0.301
H13 -2.148 3.046 -1.779  0.290
H14 -1.684 1.790 -2.936  0.284
C9 -3.596 1.047 0.345  -0.972
H15 -3.483 1.992 0.900  0.282
H16 -4.548 1.062 -0.210  0.314
H17 -3.611 0.219 1.072  0.287
C10 1.961 -2.230 0.663  -0.956
H18 2.849 -2.849 0.469  0.303
H19 1.748 -2.217 1.742  0.284
H20 1.105 -2.669 0.139  0.281
C11 3.961 -0.146 0.584  -0.963
H21 3.958 0.095 1.656  0.286
H22 4.623 -1.010 0.414  0.311
H23 4.330 0.729 0.031  0.287
C12 -1.108 1.102 3.812  -0.615
C13 -0.220 -0.068 3.375  0.242
C14 1.241 0.249 3.689  -0.634
C15 -0.645 -1.343 4.098  -0.614
O3 -0.421 -0.335 1.995  -0.866
H24 -1.016 1.259 4.895  0.267
H25 -2.163 0.894 3.582  0.229
H26 -0.825 2.038 3.306  0.190
H27 1.356 0.396 4.770  0.276
H28 1.901 -0.573 3.386  0.210
H29 1.579 1.166 3.189  0.191
H30 -1.692 -1.582 3.881  0.236
H31 -0.030 -2.195 3.785  0.223
H32 -0.535 -1.217 5.178  0.255